{
  "formula": "C20H36N3O11PS",
  "method": "ωB97M-V with the def2-TZVPD basis set",
  "symbols": ["H", "N", "C", "C", "C", "C", "C", "N", "C", "C", "C", "C", "C", "O", "N", "O", "O", "C", "O", "C", "C", "C", "O", "P", "S", "H", "H", "H", "H", "H", "H", "H", "H", "H", "H", "H", "H", "H", "H", "H", "H", "H", "H", "H", "H", "H", "H", "H", "C", "O", "C", "O", "O", "C", "H", "H", "H", "H", "H", "H", "C", "O", "C", "O", "O", "C", "H", "H", "H", "H", "H", "H"],
  "positions_angstrom": [[-1.630, -1.197, -2.392], [-2.174, -1.125, -1.493], [-1.608, -0.141, -0.697], [-2.221, 0.224, 0.778], [-1.064, 0.692, 1.892], [-1.879, 0.469, 3.295], [-3.392, 1.081, 3.352], [-4.510, 0.065, 3.292], [0.306, -0.198, 1.996], [1.286, -0.133, 3.295], [0.841, -1.054, 4.582], [1.099, -0.256, 6.027], [0.338, -1.765, 1.530], [0.960, -1.869, 0.168], [1.056, -3.226, 0.002], [0.964, -3.523, -1.179], [1.147, 0.494, 0.962], [0.935, 1.961, 1.197], [1.898, 2.879, 0.947], [-0.609, 2.259, 1.737], [-1.190, 3.144, 0.441], [-2.671, 3.808, 0.731], [-2.861, 5.136, 0.965], [-0.890, 3.509, 3.147], [0.211, 3.283, 4.724], [-0.682, 0.438, -1.178], [-2.758, -0.766, 1.171], [-3.039, 1.052, 0.598], [-1.264, 0.847, 4.225], [-1.986, -0.711, 3.442], [-3.631, 1.902, 2.540], [-3.501, 1.634, 4.402], [-5.142, 0.224, 4.127], [-4.167, -0.915, 3.397], [1.526, 0.934, 3.711], [2.337, -0.575, 2.939], [1.542, -2.004, 4.631], [-0.259, -1.453, 4.546], [1.780, 0.685, 5.876], [1.672, -0.949, 6.809], [0.092, 0.080, 6.533], [0.964, -2.485, 2.206], [-0.788, -2.117, 1.377], [-1.094, 2.585, -0.579], [-0.440, 4.071, 0.371], [-3.677, 3.168, 0.703], [-0.554, 4.830, 2.595], [-2.263, 3.619, 3.589], [2.516, 2.423, -1.758], [3.620, 2.571, -2.649], [3.351, 3.311, -3.754], [2.281, 3.835, -4.023], [4.478, 3.369, -4.507], [4.342, 4.123, -5.710], [2.844, 1.814, -0.912], [2.195, 3.398, -1.377], [1.687, 1.907, -2.253], [4.094, 5.166, -5.487], [3.586, 3.675, -6.363], [5.302, 4.102, -6.232], [0.200, -6.252, -7.458], [0.220, -6.682, -6.098], [0.057, -5.684, -5.194], [-0.099, -4.501, -5.452], [0.097, -6.230, -3.952], [-0.063, -5.290, -2.892], [0.339, -7.131, -8.093], [-0.766, -5.799, -7.704], [1.019, -5.552, -7.654], [-1.039, -4.798, -2.956], [0.745, -4.551, -2.906], [-0.015, -5.835, -1.946]],
  "atomic_forces_ev_per_a": [[-0.55, 0.32, 1.15], [2.68, 3.98, 3.16], [-1.24, -2.62, -3.02], [0.89, -1.00, -1.29], [-2.58, -0.40, 1.88], [-0.15, -0.77, 0.48], [-0.16, 0.99, 1.28], [0.28, -0.08, 1.33], [2.17, 0.33, -0.94], [0.43, -0.57, 1.07], [0.64, -0.36, 1.01], [0.19, -0.27, 0.32], [-1.48, 0.23, -0.31], [-1.01, -0.15, 1.58], [-0.39, -0.84, -3.85], [0.77, 1.27, 3.95], [-1.15, 4.33, 1.37], [4.98, 3.04, -0.65], [-6.81, -6.32, 1.79], [0.73, -1.12, -3.00], [0.36, 1.41, 0.14], [-1.32, 5.72, 0.41], [1.68, -8.41, -1.40], [1.54, 0.85, 0.94], [0.13, -0.35, 0.25], [-1.92, -1.02, 1.55], [1.11, 2.29, -0.92], [1.76, -1.66, 0.64], [-1.12, -0.62, -1.95], [0.20, 2.47, -0.36], [0.80, -1.63, 1.47], [0.46, -0.94, -2.23], [1.01, -0.30, -1.48], [-0.19, 1.22, -0.11], [-0.85, -1.70, -1.14], [-2.42, 1.08, 0.41], [-1.51, 1.87, -0.28], [2.11, 0.88, -0.04], [-1.41, -1.76, 0.19], [-1.36, 1.38, -1.79], [2.00, -0.57, -1.12], [-1.47, 1.67, -0.96], [2.43, 0.46, 0.61], [-0.64, 0.87, 1.98], [-1.73, -2.00, 0.13], [2.27, 1.09, 0.02], [-0.74, -1.39, -0.14], [0.57, -0.36, -1.17], [-0.24, -0.11, 0.34], [-0.06, 0.59, -1.15], [-0.35, 0.09, 0.05], [1.49, -0.72, 0.34], [-0.76, -0.13, 0.67], [-0.02, 0.26, -0.42], [0.20, 0.21, -0.42], [0.04, -0.23, -0.22], [0.04, 0.19, -0.05], [-0.12, -0.24, -0.05], [0.02, 0.18, 0.20], [-0.09, -0.17, 0.34], [0.00, 0.13, -0.48], [-0.10, 0.61, 0.77], [-0.06, 0.41, 0.12], [0.21, -1.68, 0.32], [-0.10, 0.15, -1.27], [0.09, 0.33, 0.19], [-0.01, 0.01, 0.39], [0.24, 0.07, 0.09], [-0.26, 0.00, 0.08], [0.21, 0.05, -0.08], [-0.47, -0.41, -0.35], [0.07, -0.12, -0.38]],
  "lumo_ha": -0.0356,
  "smiles": "[H]/N=C/C[C@@]1(CCN)[C@@](CCC)(CON=O)OC(=O)[C@]1(CC=O)[PH2]=S.COC(=O)OC.COC(=O)OC",
  "homo_energy_ev": -9.183,
  "e_tot_ev": -68427.9666,
  "spin_multiplicity": 1
}